No. 1
Formula: C5H9NO
Source: the OMol25 dataset
Level of theory: ωB97M-V/def2-TZVPD

Its net charge is 0. Its orbital gap is 0.413 Eh. The value obtained for the relative energy (zero: lowest compared OMol25 entry of this formula, charge and spin) is 55.7 kcal per mole.

Cartesian coordinates (Å):
C1 2.6427 0.3723 0.1157
O1 1.2763 0.6930 0.2221
C2 0.4538 -0.4217 0.4243
C3 -1.0201 0.0698 0.4345
C4 -1.7685 0.6251 -0.9084
C5 -1.9414 -1.0762 0.5481
N1 -2.7995 -1.7986 0.2619
H1 3.1690 1.3082 -0.0841
H2 2.8318 -0.3286 -0.7117
H3 3.0457 -0.0700 1.0417
H4 0.7280 -0.9170 1.3830
H5 0.5987 -1.1880 -0.3545
H6 -1.1186 0.7038 1.3323
H7 -2.8086 0.7280 -0.5811
H8 -1.5785 1.5192 -1.5246
H9 -1.7108 -0.2194 -1.5995

Here are the Mulliken charges for atoms 1 to 2, given in e: atom 1 (C): -0.718, atom 2 (O): -0.296

No. 2
Formula: C5H11O2
Source: the OMol25 dataset
Level of theory: ωB97M-V/def2-TZVPD

Its net charge is -1. Its orbital gap is 0.266 Eh. The value obtained for the relative energy (zero: lowest compared OMol25 entry of this formula, charge and spin) is 7.4 kcal per mole.

Cartesian coordinates (Å):
C1 -0.7237 -0.0490 0.2634
C2 -0.9461 -0.5918 1.6658
C3 -1.9701 0.6580 -0.3537
O1 -2.8157 1.1090 0.4512
O2 -1.9056 0.8192 -1.5850
H1 0.1007 0.6709 0.2383
H2 -0.4629 -0.8511 -0.4321
H3 -1.3356 0.1991 2.2935
H4 -0.0293 -0.9570 2.1007
H5 -1.7241 -1.3538 1.6578
C4 3.0256 -0.4353 0.1817
C5 3.9694 -0.9674 -0.9432
H6 3.0501 0.6407 0.2273
H7 2.0281 -0.8021 -0.0131
H8 3.3119 -0.8669 1.1319
H9 3.3893 -1.3595 -1.7750
H10 4.6453 -0.1956 -1.3208
H11 4.6187 -1.7661 -0.5906

Here are the Mulliken charges for atoms 1 to 2, given in e: atom 1 (C): 0.022, atom 2 (C): -1.072

No. 3
Formula: C4H9NO
Source: the OMol25 dataset
Level of theory: ωB97M-V/def2-TZVPD

Its net charge is 0. Its orbital gap is 0.377 Eh. The value obtained for the relative energy (zero: lowest compared OMol25 entry of this formula, charge and spin) is 21.5 kcal per mole.

Cartesian coordinates (Å):
C1 -0.6736 1.2926 -1.2221
C2 0.3261 0.1737 -0.9646
N1 0.0996 -0.3875 0.3658
C3 1.2150 -0.9386 1.1044
C4 -1.1551 -0.5975 0.8635
O1 -2.2068 -0.5873 0.2530
H1 -0.5014 2.1143 -0.5217
H2 -1.6753 0.8869 -1.0807
H3 -0.6007 1.6820 -2.2360
H4 1.3590 0.5512 -0.9759
H5 0.2630 -0.5870 -1.7558
H6 2.0641 -0.2489 1.1265
H7 1.5538 -1.8972 0.6863
H8 0.8964 -1.1184 2.1345
H9 -1.1204 -0.7492 1.9578

Here are the Mulliken charges for atoms 1 to 2, given in e: atom 1 (C): -1.241, atom 2 (C): -0.308

No. 4
Formula: C16H15I2N2O2
Source: the OMol25 dataset
Level of theory: ωB97M-V/def2-TZVPD

Its net charge is +1. Its orbital gap is 0.233 Eh.

Cartesian coordinates (Å):
C1 -3.4463 -0.4264 -5.1564
C2 -1.9610 -0.7948 -4.8024
I1 -0.5677 -0.7044 -6.4481
C3 -1.5572 -1.1517 -3.5437
I2 0.5009 -1.6902 -3.2469
O1 -2.5612 -1.1317 -2.5393
C4 -2.1796 -1.7930 -1.3654
O2 -2.3115 -2.9843 -1.3312
C5 -1.5773 -0.9683 -0.2097
C6 -0.7750 0.2216 -0.5649
C7 -0.1656 0.9832 0.5050
N1 -0.3097 0.6403 1.8462
C8 0.4376 1.5265 2.8075
C9 1.9691 1.3147 2.4717
C10 2.9330 2.4019 2.3714
C11 4.3293 2.0937 2.0109
C12 4.8083 0.7403 1.7331
C13 3.8246 -0.3570 1.8587
C14 2.4333 -0.0545 2.2119
C15 -1.0711 -0.4258 2.2313
C16 -1.7381 -1.2721 1.2142
N2 -2.5224 -2.3690 1.6539
H1 -3.9396 -1.4038 -5.4363
H2 -3.9585 -0.0497 -4.2378
H3 -3.5354 0.2361 -6.0487
H4 -0.5748 0.5545 -1.6111
H5 0.4566 1.8745 0.2393
H6 0.1273 2.5981 2.6532
H7 0.1754 1.1910 3.8420
H8 2.6184 3.4551 2.5407
H9 5.0781 2.9208 1.9198
H10 5.8646 0.5161 1.4424
H11 4.0877 -1.4314 1.6987
H12 1.6721 -0.8743 2.2808
H13 -1.1547 -0.6417 3.3276
H14 -2.6230 -3.0928 0.9408
H15 -3.4144 -2.0848 2.0585

Here are the Mulliken charges for atoms 1 to 2, given in e: atom 1 (C): -1.009, atom 2 (C): 0.178

No. 5
Formula: C6H10O
Source: the OMol25 dataset
Level of theory: ωB97M-V/def2-TZVPD

Its net charge is 0. Its orbital gap is 0.340 Eh. The value obtained for the relative energy (zero: lowest compared OMol25 entry of this formula, charge and spin) is 109.7 kcal per mole.

Cartesian coordinates (Å):
C1 1.0277 1.0198 -0.6457
C2 0.3784 -0.2585 -0.4419
O1 1.1169 -1.2810 -0.7518
C3 -1.1390 -0.3615 -0.7054
C4 -1.7563 -0.5676 0.6492
C5 -0.9167 -0.3133 1.6474
C6 0.4516 0.1421 1.2301
H1 2.0750 1.0927 -0.3676
H2 0.4748 1.9580 -0.7063
H3 1.6533 0.3307 -2.2152
H4 1.6464 -0.4895 -1.9587
H5 -1.5451 0.5362 -1.1936
H6 -1.2967 -1.2078 -1.3804
H7 -2.7863 -0.8866 0.7836
H8 -1.1626 -0.3851 2.7041
H9 1.2849 -0.4683 1.5817
H10 0.6156 1.1767 1.5585

Here are the Mulliken charges for atoms 1 to 2, given in e: atom 1 (C): -1.279, atom 2 (C): 1.491

No. 6
Formula: C32H53NO26
Source: the OMol25 dataset
Level of theory: ωB97M-V/def2-TZVPD

Its net charge is 0. Its orbital gap is 0.341 Eh.

Cartesian coordinates (Å):
C1 6.3735 -2.6398 3.1138
C2 5.4593 -2.8742 1.8866
O1 6.1479 -2.6179 0.6685
C3 4.9260 -4.3033 1.8729
O2 3.6813 -4.4344 1.1693
C4 2.6489 -3.8841 1.8841
C5 2.2014 -4.5374 3.0378
C6 1.1876 -3.9912 3.8189
O3 0.7874 -4.6428 4.9677
C7 0.5928 -2.7882 3.4539
C8 1.0147 -2.1651 2.2981
C9 2.0311 -2.6957 1.5133
C10 2.2406 -1.7342 0.3705
O4 3.1235 -1.6174 -0.4119
N1 1.1034 -0.8371 0.3904
C11 0.5357 -0.8916 1.6919
O5 -0.1678 -0.0625 2.1765
H1 6.0497 -1.7413 3.6302
H2 7.3993 -2.5137 2.7822
H3 6.3008 -3.4580 3.8259
H4 4.6592 -2.1432 1.9317
H5 6.8713 -3.2529 0.6329
H6 5.6343 -4.9655 1.3803
H7 4.8359 -4.6642 2.8989
H8 2.6867 -5.4641 3.3025
H9 1.4867 -4.5419 5.6215
H10 -0.1794 -2.3451 4.0673
H11 0.4821 -1.1507 -0.3498
C12 3.9721 0.5622 -2.0866
O6 3.9695 1.4950 -3.1786
C13 3.2874 2.6115 -2.9449
O7 2.7004 2.8872 -1.9313
O8 3.3647 3.3818 -4.0338
C14 2.6690 4.6258 -3.9203
H12 4.5576 -0.2955 -2.4017
H13 4.4370 1.0075 -1.2090
H14 2.9648 0.2415 -1.8564
H15 3.0824 5.2256 -3.1118
H16 1.6052 4.4607 -3.7600
H17 2.8110 5.1565 -4.8582
C15 5.0162 -4.3899 -2.9505
O9 6.0629 -5.2246 -3.4612
C16 6.3275 -6.2569 -2.6641
O10 5.7681 -6.4915 -1.6233
O11 7.3020 -6.9817 -3.2130
C17 7.6787 -8.1302 -2.4525
H18 4.8718 -3.5858 -3.6666
H19 4.0889 -4.9508 -2.8556
H20 5.2968 -3.9631 -1.9891
H21 6.8376 -8.8123 -2.3436
H22 8.0534 -7.8376 -1.4733
H23 8.4713 -8.6218 -3.0089
C18 -2.4132 1.2448 3.0861
O12 -3.6471 1.9775 3.0194
C19 -4.7357 1.2180 3.0446
O13 -4.7621 0.0155 3.1134
O14 -5.8045 2.0150 2.9712
C20 -7.0525 1.3213 2.9883
H24 -1.6106 1.9731 3.0532
H25 -2.3579 0.6855 4.0186
H26 -2.3253 0.5793 2.2402
H27 -7.1784 0.7655 3.9155
H28 -7.1308 0.6477 2.1361
H29 -7.8360 2.0710 2.9183
C21 -9.1399 -2.6214 -2.5433
O15 -8.0039 -1.7665 -2.6978
C22 -7.7396 -1.0067 -1.6401
O16 -8.3668 -0.9919 -0.6075
O17 -6.6725 -0.2638 -1.9103
C23 -6.2878 0.6159 -0.8501
H30 -9.2353 -3.1762 -3.4718
H31 -8.9877 -3.3169 -1.7203
H32 -10.0422 -2.0354 -2.3793
H33 -6.0292 0.0487 0.0433
H34 -7.0832 1.3266 -0.6325
H35 -5.4122 1.1591 -1.1922
C24 5.5329 5.0207 -6.9231
O18 5.5294 5.9457 -8.0127
C25 4.8397 7.0588 -7.7738
O19 4.2482 7.3190 -6.7577
O20 4.9139 7.8358 -8.8538
C26 4.2106 9.0738 -8.7350
H36 6.1188 4.1612 -7.2346
H37 5.9964 5.4632 -6.0435
H38 4.5209 4.6940 -6.6929
H39 4.6176 9.6706 -7.9210
H40 3.1481 8.8988 -8.5772
H41 4.3535 9.6002 -9.6742
C27 1.7856 -1.7321 9.3161
O21 1.5007 -1.4329 7.9474
C28 1.5690 -0.1326 7.6495
O22 1.8429 0.7510 8.4167
O23 1.2817 0.0112 6.3573
C29 1.3162 1.3629 5.8887
H42 1.6954 -2.8094 9.4219
H43 2.7980 -1.4269 9.5737
H44 1.0684 -1.2445 9.9731
H45 2.3117 1.7856 6.0086
H46 0.5823 1.9701 6.4147
H47 1.0637 1.3275 4.8323
C30 -10.2295 1.3750 -0.2750
O24 -10.3106 2.3532 -1.3217
C31 -11.0250 3.4330 -1.0152
O25 -11.5829 3.6411 0.0305
O26 -11.0165 4.2511 -2.0697
C32 -11.7511 5.4607 -1.8776
H48 -9.6188 0.5524 -0.6504
H49 -9.7524 1.8012 0.6071
H50 -11.2218 1.0062 -0.0195
H51 -11.3303 6.0403 -1.0581
H52 -12.8008 5.2470 -1.6851
H53 -11.6618 6.0254 -2.8011

Here are the Mulliken charges for atoms 1 to 2, given in e: atom 1 (C): -1.374, atom 2 (C): 0.738

No. 7
Formula: C21H40Br6O11S3
Source: the OMol25 dataset
Level of theory: ωB97M-V/def2-TZVPD

Its net charge is 0. Its orbital gap is 0.238 Eh. The value obtained for the relative energy (zero: lowest compared OMol25 entry of this formula, charge and spin) is 462.6 kcal per mole.

Cartesian coordinates (Å):
Br1 -0.7833 1.4189 4.0754
C1 -1.9681 2.0077 2.5913
C2 -1.9844 0.8501 1.5967
Br2 -3.4675 0.9143 0.2984
H1 -1.6611 2.9171 2.0748
H2 -2.9471 2.1000 3.0615
H3 -2.0465 -0.1041 2.1199
H4 -1.0377 0.8719 1.0570
Br3 -0.5356 -2.4268 -0.0822
C3 -1.1191 -0.6779 -0.9115
C4 -0.0877 0.4109 -0.7203
Br4 -0.8737 1.9081 -1.6600
H5 -2.0283 -0.3011 -0.4430
H6 -1.3657 -0.7433 -1.9712
H7 0.8810 0.2407 -1.1902
H8 -0.0158 0.5146 0.3623
Br5 0.5156 -1.5175 -3.2200
C5 -0.4914 -0.1362 -4.1538
C6 0.4066 0.9496 -4.6587
Br6 -0.6496 2.3209 -5.6563
H9 -1.0857 0.2566 -3.3288
H10 -1.1463 -0.5762 -4.9059
H11 1.0344 0.5616 -5.4608
H12 0.9642 1.5204 -3.9162
O1 0.0230 -0.1372 1.2953
S1 0.8931 -0.6007 2.3689
O2 2.0009 0.1416 2.9382
O3 -0.0419 -1.2023 3.6217
C7 0.2780 -0.7206 4.9851
C8 -0.2895 -1.8365 5.8477
C9 1.7162 -2.1938 1.8491
H13 -0.1379 0.2618 5.2091
H14 1.3434 -0.5697 5.1588
H15 -1.3206 -2.0610 5.5748
H16 -0.1519 -1.5406 6.8877
H17 0.3607 -2.7110 5.8260
H18 0.9046 -2.8253 1.4877
H19 2.1745 -2.5288 2.7796
H20 2.5012 -1.8851 1.1587
O4 -1.1536 -6.8170 0.9209
S2 -1.0566 -6.0165 -0.3000
O5 -0.9229 -6.5977 -1.6537
O6 -2.3060 -4.9497 -0.1972
C10 -2.4403 -4.0831 -1.3227
C11 -3.8697 -3.4789 -1.2536
C12 0.1986 -4.7747 -0.1347
H21 -2.1445 -4.4977 -2.2864
H22 -1.7160 -3.2900 -1.1374
H23 -4.1463 -2.7419 -2.0075
H24 -3.8851 -3.0273 -0.2617
H25 -4.6829 -4.1953 -1.3702
H26 -0.1976 -4.1462 0.6629
H27 0.4352 -4.2744 -1.0737
H28 1.1118 -5.1926 0.2890
O7 3.9533 -0.8200 1.3053
S3 4.5597 0.5326 1.3150
O8 5.7138 0.7966 0.4202
O9 3.3970 1.6194 0.8094
C13 2.1437 1.6057 1.4728
C14 1.0592 2.3020 0.7248
C15 4.8355 1.0385 3.0813
H29 2.1536 2.0575 2.4647
H30 1.9243 0.5439 1.5845
H31 0.1347 2.1709 1.2871
H32 0.9752 1.8523 -0.2646
H33 1.2624 3.3651 0.5956
H34 4.1876 0.2999 3.5533
H35 4.4256 2.0473 3.0325
H36 5.8796 0.9556 3.3831
C16 -1.0238 5.8280 -4.3772
C17 0.3070 5.5088 -4.2033
C18 0.7537 4.2334 -3.6728
O10 1.9250 3.9137 -3.4352
C19 -0.4074 3.3520 -3.2678
C20 -1.7094 3.5933 -3.5191
C21 -2.1362 4.9465 -3.9081
O11 -3.3110 5.3641 -3.9087
H37 -1.4216 6.7628 -4.7436
H38 1.1091 6.2248 -4.3051
H39 -0.2871 2.3472 -2.8907
H40 -2.3888 2.7702 -3.3541

Here are the Mulliken charges for atoms 1 to 2, given in e: atom 1 (Br): -0.047, atom 2 (C): -0.820